A 21-piece molecular cluster, C42H126O21 overall. Source: the Open Molecules 2025 dataset; level of theory: wB97M-V/def2-TZVPD.

Structure (ORCA input):
```
! RIJCOSX wB97M-V def2-TZVPD def2/J DEFGRID3
* xyz 0 1
C 4.020 -3.243 -2.245
C 2.700 -2.656 -1.743
O 3.045 -1.318 -1.275
H 3.921 -4.221 -2.733
H 4.705 -3.353 -1.398
H 4.454 -2.492 -2.854
H 2.289 -3.282 -0.975
H 1.990 -2.519 -2.506
H 3.906 -1.223 -0.874
C -2.699 -2.085 3.419
C -1.806 -1.186 2.644
O -0.653 -1.899 2.300
H -3.628 -1.617 3.666
H -2.257 -2.285 4.387
H -2.956 -2.930 2.745
H -1.578 -0.344 3.336
H -2.322 -0.824 1.779
H -0.144 -1.345 1.707
C -4.202 -1.652 -0.304
C -5.309 -1.187 -1.242
O -4.818 -0.220 -2.210
H -4.503 -2.060 0.633
H -3.756 -0.709 0.007
H -3.472 -2.349 -0.839
H -6.094 -0.747 -0.617
H -5.799 -1.996 -1.820
H -4.213 -0.700 -2.774
C 6.420 0.374 -1.896
C 6.741 -0.140 -0.489
O 5.962 -1.291 -0.244
H 7.119 1.226 -2.056
H 5.403 0.666 -1.950
H 6.471 -0.378 -2.702
H 6.412 0.666 0.197
H 7.838 -0.315 -0.280
H 6.511 -1.927 0.256
C -3.567 2.400 2.083
C -4.632 1.364 2.440
O -4.547 1.011 3.817
H -3.532 2.454 0.976
H -2.599 2.171 2.448
H -3.808 3.370 2.525
H -4.583 0.434 1.878
H -5.618 1.853 2.294
H -3.998 1.662 4.330
C 1.132 -6.515 -4.240
C 0.303 -5.448 -3.532
O -1.044 -5.489 -3.952
H 2.124 -6.599 -3.708
H 1.359 -6.328 -5.297
H 0.607 -7.495 -4.101
H 0.783 -4.476 -3.780
H 0.449 -5.427 -2.425
H -1.568 -5.233 -3.204
C 1.373 7.735 4.527
C 0.723 6.345 4.603
O 0.001 6.001 3.421
H 1.992 8.066 5.349
H 0.642 8.477 4.476
H 1.871 7.851 3.555
H -0.114 6.525 5.350
H 1.360 5.539 5.031
H 0.567 5.964 2.608
C 2.705 -0.673 -4.688
C 3.535 0.326 -3.949
O 3.489 1.606 -4.551
H 3.005 -0.690 -5.735
H 1.653 -0.410 -4.649
H 2.847 -1.661 -4.337
H 4.594 -0.081 -3.885
H 3.078 0.351 -2.911
H 3.894 2.269 -3.930
C 0.459 -4.677 6.209
C -0.228 -4.690 4.828
O 0.414 -3.681 4.121
H 0.400 -3.696 6.659
H 1.579 -4.913 6.118
H 0.034 -5.417 6.858
H -1.271 -4.492 5.075
H -0.060 -5.650 4.297
H -0.160 -3.061 3.646
C -0.810 -6.743 0.574
C -0.871 -5.475 1.381
O -1.198 -4.324 0.534
H -0.040 -6.612 -0.220
H -1.705 -6.997 0.073
H -0.517 -7.515 1.209
H 0.134 -5.217 1.801
H -1.554 -5.531 2.238
H -0.933 -3.556 1.077
C -3.457 5.584 4.705
C -2.651 4.369 4.943
O -3.391 3.220 5.431
H -2.833 6.352 4.200
H -3.716 6.041 5.720
H -4.338 5.340 4.136
H -1.850 4.685 5.586
H -2.255 4.089 3.976
H -3.774 3.457 6.293
C -1.112 0.530 -0.821
C -0.134 -0.611 -0.742
O 0.694 -0.468 0.515
H -1.622 0.498 -1.812
H -0.517 1.447 -0.825
H -1.817 0.509 -0.017
H 0.555 -0.635 -1.582
H -0.713 -1.537 -0.639
H 1.671 -0.490 0.197
C 3.658 -2.190 2.844
C 3.256 -3.313 1.893
O 2.822 -4.401 2.692
H 4.283 -1.454 2.339
H 4.173 -2.671 3.726
H 2.828 -1.642 3.267
H 4.123 -3.701 1.311
H 2.481 -2.967 1.257
H 2.070 -4.053 3.159
C 6.260 3.928 -3.772
C 5.559 3.908 -2.423
O 4.316 3.317 -2.579
H 6.314 2.919 -4.226
H 7.261 4.327 -3.779
H 5.709 4.575 -4.444
H 5.515 4.940 -2.067
H 6.139 3.312 -1.694
H 3.775 3.329 -1.778
C -2.398 -2.600 -5.515
C -1.418 -1.892 -4.481
O -2.039 -1.996 -3.172
H -3.412 -2.169 -5.430
H -2.514 -3.668 -5.344
H -2.133 -2.542 -6.577
H -1.306 -0.785 -4.642
H -0.422 -2.276 -4.377
H -1.726 -2.821 -2.764
C -4.692 -4.660 -3.217
C -4.118 -4.893 -1.837
O -2.779 -4.474 -1.774
H -4.050 -5.168 -3.959
H -4.836 -3.609 -3.499
H -5.630 -5.195 -3.215
H -4.151 -5.969 -1.585
H -4.806 -4.367 -1.054
H -2.417 -4.585 -0.882
C -6.520 3.228 -1.887
C -5.290 3.209 -0.939
O -4.028 2.781 -1.486
H -7.373 3.531 -1.253
H -6.707 2.190 -2.204
H -6.432 3.908 -2.750
H -5.554 2.590 -0.033
H -5.180 4.228 -0.590
H -4.125 1.819 -1.510
C -1.187 2.598 -3.510
C 0.322 2.268 -3.591
O 0.867 2.614 -4.797
H -1.606 2.616 -2.494
H -1.751 1.909 -4.144
H -1.252 3.583 -3.923
H 0.458 1.204 -3.364
H 0.834 2.813 -2.761
H 1.803 2.278 -4.843
C 0.174 2.242 3.620
C 1.005 1.051 3.975
O 1.389 1.002 5.355
H -0.336 2.125 2.661
H 0.733 3.186 3.588
H -0.608 2.482 4.387
H 1.849 1.054 3.355
H 0.400 0.108 3.736
H 2.027 0.262 5.402
C -1.374 5.002 -0.754
C -0.111 4.479 -0.065
O 0.857 5.585 0.224
H -1.720 5.871 -0.223
H -2.179 4.277 -0.841
H -1.060 5.360 -1.766
H 0.443 3.732 -0.635
H -0.354 4.044 0.899
H 0.757 6.270 -0.461
C 3.856 1.813 0.964
C 2.638 2.545 0.480
O 3.062 3.787 -0.241
H 4.708 2.438 1.332
H 4.300 1.227 0.219
H 3.509 1.132 1.765
H 2.014 2.861 1.290
H 2.062 1.919 -0.169
H 2.401 4.463 -0.057
*
```

Computed properties:
- Kohn-Sham gap (hartree) = 0.357
- relative energy (zero: lowest compared OMol25 entry of this formula, charge and spin) (eV) = 1.437